Record 1
The following is a DFT calculation (ωB97M-V/def2-TZVPD) of C20H43BeBr4Cl7CsF2O3S2 as an isolated structure.

Computed properties:
Total charge: +1
Gap between HOMO and LUMO: 1.4 eV
M: 1143.39 g/mol

Cartesian coordinates (Å):
C 3.920 -0.752 -1.201
C 3.438 0.803 -0.841
C 2.934 1.519 -2.228
C 2.987 3.158 -2.224
C 2.544 3.864 -0.812
C 0.891 3.884 -0.573
C 0.458 2.497 0.186
C -1.124 2.445 0.662
C -1.595 0.868 0.522
C -2.846 0.626 -0.513
C -2.427 0.570 -2.100
S -1.691 2.151 -2.782
H 3.269 -1.507 -0.569
H 3.846 -0.929 -2.357
H 5.036 -0.863 -0.807
H 4.331 1.379 -0.301
H 2.592 0.702 -0.013
H 3.537 1.168 -3.190
H 1.811 1.213 -2.412
H 4.069 3.466 -2.604
H 2.247 3.522 -3.084
H 2.895 4.997 -0.847
H 3.034 3.379 0.152
H 0.596 4.779 0.126
H 0.358 3.981 -1.619
H 0.672 1.614 -0.571
H 1.098 2.355 1.184
H -1.137 2.816 1.787
H -1.785 3.196 0.032
H -0.680 0.138 0.297
H -1.981 0.543 1.601
H -3.286 -0.452 -0.250
H -3.747 1.375 -0.290
H -3.437 0.376 -2.701
H -1.697 -0.323 -2.376
H -0.288 2.127 -2.838
H -2.196 3.306 -2.165
F 2.053 -2.338 -2.333
Cs 0.853 0.220 0.596
F 5.053 -1.319 1.834
C -5.722 -1.790 4.584
O -5.916 -0.601 5.344
C -4.695 -0.117 5.912
C -4.152 1.078 5.125
O -3.708 0.684 3.823
C -4.638 1.040 2.806
H -6.642 -1.998 4.032
H -4.904 -1.683 3.866
H -5.519 -2.629 5.256
H -3.948 -0.917 5.976
H -4.927 0.208 6.931
H -3.279 1.478 5.651
H -4.900 1.877 5.060
H -4.625 2.124 2.655
H -5.653 0.712 3.052
H -4.332 0.553 1.876
Be 2.158 -3.794 -1.227
C 0.358 -6.930 -3.711
Cl 1.150 -8.426 -3.153
Cl 0.353 -6.890 -5.492
Cl -1.320 -6.888 -3.111
Cl 1.247 -5.519 -3.087
C -2.436 -5.250 0.284
Cl -2.470 -6.814 1.116
Cl -2.513 -3.921 1.454
Cl -0.982 -5.111 -0.719
H -3.311 -5.186 -0.367
C 7.364 -0.981 -5.898
S 6.190 -2.074 -5.062
O 6.305 -3.429 -5.696
C 4.702 -1.288 -5.725
H 8.378 -1.310 -5.657
H 7.215 -1.029 -6.979
H 7.224 0.044 -5.545
H 4.719 -1.317 -6.817
H 4.650 -0.254 -5.378
H 3.829 -1.835 -5.362
Br -4.142 3.601 1.813
C -1.046 2.876 7.619
Br -2.436 3.405 8.873
Br -0.466 1.043 7.912
Br -1.583 3.179 5.774
H -0.181 3.520 7.810

Here are the Mulliken charges for atoms 1 to 5, given in e:
1 C -0.1822
2 C 0.4244
3 C 0.4716
4 C -0.7446
5 C -0.5034


Record 2
The following is a DFT calculation (ωB97M-V/def2-TZVPD) of C20H43F3InNO2 as an isolated structure.

Computed properties:
Relative energy (zero: lowest compared OMol25 entry of this formula, charge and spin): 541.85 kJ/mol
Gap between HOMO and LUMO: 6.6 eV
M: 501.38 g/mol

Cartesian coordinates (Å):
C 1.971 -1.521 -6.449
C 0.754 -2.211 -5.592
In 0.907 -1.641 -3.407
C 3.071 -1.210 -2.719
C 3.223 -1.936 -1.275
O 4.478 -1.821 -0.569
C 5.387 -0.783 -1.029
C 4.920 0.772 -0.680
F 5.983 1.407 0.189
F 4.914 1.627 -1.926
F 3.666 0.869 0.100
C -0.312 0.197 -2.892
C 0.505 1.615 -2.985
C 1.548 1.716 -4.267
O 1.169 1.973 -1.694
H 1.544 -0.652 -7.106
H 2.469 -2.336 -7.132
H 2.799 -1.148 -5.697
H -0.297 -1.895 -6.047
H 0.800 -3.394 -5.739
H 0.328 -3.020 -2.391
H 3.151 -0.043 -2.725
H 3.781 -1.631 -3.575
H 3.008 -3.098 -1.442
H 2.332 -1.548 -0.583
H 5.763 -0.904 -2.157
H 6.389 -0.929 -0.393
H -0.694 0.086 -1.768
H -1.287 0.304 -3.545
H -0.313 2.464 -3.167
H 1.371 2.773 -4.788
H 2.681 1.752 -3.895
H 1.372 0.858 -5.070
H 1.968 2.558 -1.869
C -3.191 2.867 4.510
C -3.735 1.462 4.316
C -2.761 0.362 4.733
C -1.424 0.242 4.002
N -1.447 -0.193 2.515
C -1.685 0.962 1.538
C -0.383 1.746 1.512
C 0.717 0.752 1.839
C 0.021 -0.568 2.122
C -2.327 -1.442 2.267
C -3.779 -1.170 1.854
C -4.809 -1.804 2.783
H -2.282 3.036 3.929
H -3.936 3.603 4.187
H -2.969 3.056 5.565
H -4.064 1.336 3.286
H -4.641 1.361 4.927
H -3.267 -0.606 4.728
H -2.523 0.533 5.792
H -0.844 -0.531 4.524
H -0.854 1.172 4.078
H -1.887 0.521 0.554
H -2.531 1.569 1.855
H -0.398 2.545 2.264
H -0.226 2.230 0.543
H 1.288 1.086 2.711
H 1.427 0.648 1.012
H 0.478 -1.158 2.921
H -0.016 -1.162 1.201
H -2.237 -2.079 3.154
H -1.865 -1.990 1.437
H -3.926 -1.629 0.867
H -4.014 -0.115 1.716
H -4.496 -2.798 3.116
H -5.767 -1.908 2.264
H -4.995 -1.187 3.661

Here are the Mulliken charges for atoms 1 to 5, given in e:
1 C -0.6534
2 C -0.6663
3 In 0.8295
4 C -0.6228
5 C 0.0086


Record 3
The following is a DFT calculation (ωB97M-V/def2-TZVPD) of C20H43HfOP3S as an isolated structure.

Computed properties:
Total charge: +4
Gap between HOMO and LUMO (spin up / spin down): 4.9 / 5.4 eV
M: 603.04 g/mol

Cartesian coordinates (Å):
Hf -0.250 0.726 -0.856
P -0.451 -0.177 2.087
P 1.456 -2.380 -0.137
P -1.290 3.100 -0.345
H -1.866 0.282 -2.961
C -1.413 1.188 -2.598
C -0.033 1.303 -3.045
H 0.216 0.996 -4.068
C -2.162 -0.519 2.630
C 0.503 -1.160 3.300
C -0.184 1.437 2.884
C 2.221 -3.328 -1.504
C 2.797 -2.383 1.117
C 0.239 -3.596 0.476
C -1.788 4.251 -1.668
C -0.171 4.134 0.615
C -2.765 2.888 0.664
H -2.101 2.025 -2.405
H 0.750 2.003 -2.637
H -2.164 -0.511 3.733
H -2.491 -1.498 2.251
H -2.852 0.258 2.259
H 0.118 -0.880 4.298
H 1.575 -0.915 3.260
H 0.392 -2.245 3.158
H -0.222 1.274 3.979
H -0.947 2.162 2.563
H 0.802 1.853 2.637
H 2.968 -4.051 -1.154
H 2.670 -2.598 -2.218
H 1.425 -3.858 -2.053
H 2.490 -2.909 2.038
H 3.021 -1.339 1.366
H 3.692 -2.840 0.662
H 0.758 -4.567 0.541
H -0.594 -3.639 -0.236
H -0.177 -3.325 1.461
H -2.344 5.083 -1.227
H -2.403 3.743 -2.415
H -0.902 4.616 -2.189
H -0.766 4.949 1.034
H 0.606 4.542 -0.032
H 0.305 3.567 1.421
H -3.599 3.430 0.210
H -2.590 3.249 1.678
H -3.041 1.829 0.722
C -0.758 -2.086 -2.379
C -1.668 -1.732 -1.383
C -2.741 -2.573 -1.121
C -2.948 -3.753 -1.846
C -2.025 -4.132 -2.817
C -0.996 -3.238 -3.159
S 0.784 -1.215 -2.378
H 0.343 -0.770 0.396
H -1.409 -0.930 -0.618
H -3.409 -2.289 -0.307
H -3.757 -4.406 -1.559
H -2.113 -5.053 -3.408
H -0.273 -3.475 -3.985
C 3.290 2.867 -0.307
C 2.639 1.690 0.261
C 3.226 1.113 1.464
O 1.571 1.243 -0.242
H 4.269 2.941 0.182
H 2.767 3.806 -0.091
H 3.447 2.773 -1.388
H 2.555 0.923 2.318
H 3.850 0.254 1.231
H 3.915 1.872 1.839

Here are the Mulliken charges for atoms 1 to 5, given in e:
1 Hf 0.6093
2 P 1.2933
3 P 1.3573
4 P 0.8340
5 H 0.5494